DFT (ωB97M-V/def2-TZVPD) results for a 2-piece molecular cluster, C16H11BrCl4O3S overall in a non-equilibrium geometry.

Cartesian coordinates (Å):
Cl -3.518 3.899 2.362
C -2.468 2.598 2.055
C -2.958 1.304 2.007
Cl -4.599 0.945 2.207
C -2.087 0.151 1.850
O -2.548 -0.983 1.700
C -0.584 0.389 1.938
O 0.213 -0.502 2.270
C -0.183 1.779 1.728
Cl 1.492 2.038 1.547
C -1.077 2.839 1.817
Cl -0.523 4.447 1.680
C -0.681 -3.879 -0.907
S -1.028 -2.525 0.241
C -0.319 -3.309 1.734
C 0.157 -1.346 -0.059
C -0.166 -0.201 -0.848
C 0.937 0.574 -1.532
C 2.245 0.083 -1.621
C 3.229 0.815 -2.283
C 2.914 2.075 -2.806
Br 4.241 3.078 -3.752
C 1.616 2.594 -2.695
C 0.642 1.848 -2.039
O -1.339 0.231 -0.914
H -1.294 -4.731 -0.612
H -0.987 -3.501 -1.895
H 0.389 -4.106 -0.862
H -0.861 -4.256 1.854
H 0.752 -3.475 1.553
H -0.503 -2.630 2.576
H 1.161 -1.596 0.284
H 2.479 -0.877 -1.171
H 4.227 0.418 -2.390
H 1.393 3.565 -3.111
H -0.361 2.247 -1.904

Values from the calculation:
LUMO level in eV: -2.219
Energy relative to the best compared isomer or geometry (same formula, charge and spin) in kJ/mol: 3.8
Total energy in eV: -153877.175
Gap between HOMO and LUMO in eV: 5.5
Charge: 0

DFT (ωB97M-V/def2-TZVPD) results for C20H29CoN8O8 as an isolated structure in a non-equilibrium geometry.

Cartesian coordinates (Å):
Co -1.309 -1.734 -0.119
N -2.647 -3.232 0.661
C -2.459 -4.486 -0.084
C -2.281 -4.141 -1.551
N -1.191 -3.157 -1.705
C 0.167 -3.730 -1.708
C 1.165 -2.611 -1.494
N 0.806 -1.896 -0.252
H -2.600 -3.387 1.662
H -3.571 -2.853 0.455
H -3.298 -5.173 0.034
H -1.573 -4.986 0.310
H -3.194 -3.675 -1.925
H -2.095 -5.042 -2.139
H -1.334 -2.639 -2.567
H 0.380 -4.269 -2.634
H 0.235 -4.448 -0.889
H 1.105 -1.889 -2.311
H 2.182 -3.004 -1.466
H 1.249 -0.982 -0.222
H 1.132 -2.394 0.571
C 4.793 0.353 0.758
C 4.016 1.569 1.244
N 4.148 2.731 0.373
C 5.401 3.495 0.407
C 6.297 3.230 -0.794
C 3.196 3.149 -0.490
O 3.309 4.127 -1.206
C 1.937 2.321 -0.607
C 0.823 2.600 0.101
C -0.373 1.740 -0.074
C -0.350 0.998 -1.370
N 0.749 0.727 -2.016
C 1.897 1.301 -1.601
H 4.644 -0.487 1.439
H 5.863 0.556 0.714
H 4.468 0.056 -0.242
H 4.364 1.859 2.238
H 2.960 1.326 1.347
H 5.906 3.233 1.337
H 5.145 4.553 0.450
H 6.569 2.176 -0.865
H 7.216 3.809 -0.705
H 5.797 3.529 -1.713
H 0.796 3.389 0.841
H -1.311 2.274 0.076
H -1.286 0.637 -1.789
H 2.798 1.024 -2.135
O -4.029 3.093 3.862
N -4.845 2.671 3.067
O -6.019 2.967 3.029
C -4.366 1.695 2.076
C -3.046 1.293 2.123
C -2.636 0.387 1.171
C -3.450 -0.131 0.157
O -2.950 -0.895 -0.761
C -4.802 0.257 0.233
C -5.255 1.179 1.145
N -5.767 -0.392 -0.660
O -5.657 -1.600 -0.783
O -6.641 0.292 -1.139
N -1.282 -0.153 1.148
O -0.985 -1.144 1.893
O -0.241 0.767 1.064
H -2.378 1.680 2.882
H -6.293 1.485 1.150

Values from the calculation:
LUMO level (alpha / beta) in eV: -4.920 / -4.943
Multiplicity: 4
Energy relative to the best compared isomer or geometry (same formula, charge and spin) in kJ/mol: 322.7
⟨S²⟩: 3.8193
Total energy in eV: -87123.055
Gap between HOMO and LUMO (alpha / beta) in eV: 6.6 / 6.9
Charge: +1

Which value of charge does entry 1 give? 0